[1]
2 unconnected molecules or ions with the total composition C3H9N3O at a distorted geometry. Source: the Open Molecules 2025 dataset; level of theory: ωB97M-V/def2-TZVPD.

Element x y z (Å)
C  -0.4145  0.7291  1.8856
C  2.2343  0.0787  0.0622
C  -1.6625  -0.8236  -1.0101
N  0.9466  -0.0751  -0.5619
N  -1.1171  0.5564  -0.8890
N  0.0442  0.9069  -0.3974
O  0.4142  1.1996  2.6211
H  -1.4214  0.1478  2.1981
H  2.9641  -0.2223  -0.6555
H  2.4089  1.1604  0.3625
H  2.1561  -0.5059  0.9332
H  -2.7702  -0.8218  -1.0021
H  -1.1788  -1.2334  -1.8691
H  -1.3579  -1.3798  -0.1192
H  0.5469  -1.0167  -0.6479
H  -1.7929  1.2997  -0.9105

**Multiplicity**: 1
**LUMO (alpha / beta)**: 0.787 / 0.764 eV

[2]
A molecular structure, C3H9N3O at a distorted geometry. Source: the Open Molecules 2025 dataset; level of theory: ωB97M-V/def2-TZVPD.

Element x y z (Å)
C  -0.6417  0.7261  1.1974
C  -1.3397  -0.0278  2.2854
C  1.4529  -0.6592  -2.0100
N  0.3468  0.2043  0.6572
N  1.7477  0.7183  -1.4894
N  0.6620  1.2072  -0.9016
O  0.2081  -0.7237  -2.5366
H  -1.2309  1.4894  0.6556
H  -0.7701  -0.9538  2.4906
H  -1.3866  0.5402  3.2177
H  -2.3413  -0.2976  1.9982
H  2.3872  -0.8847  -2.6443
H  1.5449  -1.3634  -1.2451
H  2.6967  0.9138  -1.2261
H  0.8483  2.1001  -0.3693
H  -0.4884  -0.6602  -1.8971

**Multiplicity**: 3
**LUMO (alpha / beta)**: 1.055 / -0.690 eV

[3]
C3H9N3O in the gas phase at a distorted geometry. Source: the Open Molecules 2025 dataset; level of theory: ωB97M-V/def2-TZVPD.

Element x y z (Å)
C  -1.2517  -0.4065  -0.0158
C  -0.5849  -1.6996  -0.2794
C  1.4148  1.6903  0.8768
N  -0.3186  0.6300  -0.3418
N  1.9744  1.6101  2.0811
N  0.3014  -1.7453  -1.3786
O  0.5493  0.7737  0.6833
H  -2.1429  -0.3268  -0.6143
H  -1.5043  -0.3556  1.0972
H  -0.0283  -1.9933  0.6298
H  -1.3647  -2.4502  -0.4216
H  1.7883  2.3829  0.1055
H  2.7662  1.9882  2.5727
H  1.4786  0.8780  2.6412
H  1.0610  -1.1111  -1.1628
H  -0.0563  -1.4542  -2.2875

**Multiplicity**: 3
**LUMO (alpha / beta)**: 1.065 / -0.015 eV

[4]
3 unconnected molecules or ions with the total composition C3H9N3O2 at a distorted geometry. Source: the Open Molecules 2025 dataset; level of theory: ωB97M-V/def2-TZVPD.

Element x y z (Å)
N  3.2895  -0.3262  -2.9288
N  3.7472  0.4707  -2.3089
O  4.2034  1.3118  -1.6631
C  0.2591  -1.1739  -0.9054
C  0.1229  0.3619  -0.9212
C  -1.2311  0.7785  -0.5889
N  1.1541  1.0183  -1.0963
H  -0.6843  -1.5923  -1.2538
H  1.0841  -1.4993  -1.5324
H  0.4095  -1.5858  0.1305
H  -1.6842  1.7573  -0.2621
H  -1.6469  -0.0960  0.0003
H  -1.9481  0.5427  -1.5631
H  1.0480  2.1056  -1.3264
O  0.3293  -0.4708  2.6262
H  0.4353  0.3658  3.0298
H  1.0571  -1.0374  2.6287

**Multiplicity**: 1
**LUMO**: 0.801 eV

[5]
2 unconnected molecules or ions with the total composition C3H9N3O2 at a distorted geometry. Source: the Open Molecules 2025 dataset; level of theory: ωB97M-V/def2-TZVPD.

Element x y z (Å)
H  -0.4998  1.0584  -1.9113
N  -1.3600  0.5765  -1.6035
C  -1.0385  -0.4251  -0.8544
N  -2.0570  -1.1948  -0.3506
C  0.5609  -0.7531  -0.6230
C  0.8781  -1.6402  0.5410
O  1.2937  -0.5763  -1.5825
H  -2.3210  -0.8819  0.5786
H  -2.8724  -1.1239  -0.9576
H  0.8915  -1.0440  1.4554
H  1.8587  -2.1049  0.4058
H  0.1492  -2.4448  0.6457
N  0.9124  1.8310  0.3858
O  1.0842  2.5174  1.6492
H  1.8715  1.8028  0.0282
H  0.1732  1.1271  0.6317
H  0.4751  3.2758  1.5615

**Multiplicity**: 1
**LUMO**: 0.297 eV

[6]
C3H9N3O2 in the gas phase at a distorted geometry. Source: the Open Molecules 2025 dataset; level of theory: ωB97M-V/def2-TZVPD.

Element x y z (Å)
C  1.7668  1.1199  -0.0573
C  1.0473  -0.1589  -0.2236
O  1.9336  -1.4310  -0.3745
C  -0.1709  -0.5999  -0.2705
N  -0.8435  -1.8027  -0.2344
N  -1.0732  0.7409  -0.2678
N  -1.2569  1.1452  1.0551
O  -2.3091  0.4251  -0.9007
H  2.0987  1.2451  0.9751
H  2.6423  1.1229  -0.7073
H  1.0989  1.9433  -0.2907
H  2.7558  -1.2454  0.0929
H  -0.2527  -2.5278  0.1538
H  -1.2316  -2.0640  -1.1350
H  -1.7703  2.0220  1.0649
H  -1.7655  0.4496  1.6116
H  -2.6696  -0.3840  -0.4914

**Multiplicity**: 1
**LUMO**: 0.840 eV

[7]
C3H9N3O2 in the gas phase at a distorted geometry. Source: the Open Molecules 2025 dataset; level of theory: ωB97M-V/def2-TZVPD.

Element x y z (Å)
C  2.2730  -0.9579  -0.5562
N  1.3283  -0.8668  0.2655
C  0.8371  0.4107  0.7213
O  1.6702  1.4855  0.3478
N  -0.5150  0.6166  0.2502
O  -0.4683  0.7376  -1.2035
C  -1.4695  -0.6856  0.5089
N  -2.7162  -0.4794  -0.1047
H  2.5448  -1.9480  -0.9002
H  2.8261  -0.1072  -0.9538
H  0.7657  0.3446  1.8175
H  1.1744  2.3053  0.4451
H  0.0240  1.5577  -1.3470
H  -1.0726  -1.6595  0.2142
H  -1.5254  -0.5960  1.5930
H  -3.0020  0.4935  0.0050
H  -2.6744  -0.6512  -1.1030

**Multiplicity**: 1
**LUMO**: 0.670 eV

[8]
C3H9N3OS in the gas phase at a distorted geometry. Source: the Open Molecules 2025 dataset; level of theory: ωB97M-V/def2-TZVPD.

Element x y z (Å)
N  1.5801  1.5405  0.5811
N  2.4242  0.9764  -0.3410
C  2.2272  -0.3022  -0.6008
N  1.2629  -1.1865  -0.2199
O  0.3968  -0.8281  0.7584
C  -0.8843  -1.4150  0.5539
C  -1.6970  -0.6956  -0.5490
S  -2.2416  0.9731  -0.0612
H  1.6577  2.5751  0.5600
H  0.6029  1.2057  0.6939
H  2.9602  -0.7437  -1.2687
H  1.4991  -2.1409  -0.0481
H  -1.3684  -1.3326  1.5154
H  -0.7955  -2.4660  0.2160
H  -2.5293  -1.3714  -0.7775
H  -1.0036  -0.7044  -1.4433
H  -3.0774  1.1977  -1.1010

**Multiplicity**: 1
**LUMO**: 0.675 eV

[9]
A gas-phase ion, C3H9N3P (charge +1) at a distorted geometry. Source: the Open Molecules 2025 dataset; level of theory: ωB97M-V/def2-TZVPD.

Element x y z (Å)
C  -0.2176  -0.3355  -0.1660
C  0.4818  -1.4442  0.4898
C  1.7914  1.1039  -0.2056
N  -1.5065  -0.6108  -0.3574
N  0.3196  0.8111  -0.4861
N  -3.4559  1.0845  0.4641
P  -3.0299  -0.1713  -0.2106
H  -0.0206  -2.4472  0.4826
H  0.7867  -1.2594  1.4965
H  1.4315  -1.6674  -0.0120
H  2.2490  1.2332  -1.1438
H  1.9306  2.0700  0.1776
H  2.1144  0.3528  0.4733
H  -0.2612  1.5908  -0.9071
H  -4.4524  1.2365  0.4994
H  -3.7279  -1.0967  -0.7877

**Multiplicity**: 3
**Net charge**: +1
**LUMO (alpha / beta)**: -3.422 / -7.866 eV

[10]
A gas-phase ion, C3H9N4 (charge +1) at a distorted geometry. Source: the Open Molecules 2025 dataset; level of theory: ωB97M-V/def2-TZVPD.

Element x y z (Å)
N  0.5103  2.2745  -1.0501
C  0.0774  1.1325  -0.5859
N  1.0837  0.0094  -0.5579
N  0.4539  -1.1133  -0.0368
N  1.0484  -1.5193  1.2081
C  -0.9725  -0.8400  0.2798
C  -1.2036  0.6149  -0.1621
H  -0.2145  3.0021  -0.7657
H  1.5196  2.3809  -1.0201
H  0.6035  -1.9986  -0.6502
H  1.7464  -0.8219  1.4618
H  1.5602  -2.4487  0.9823
H  -1.1896  -1.0962  1.3053
H  -1.5300  -1.4973  -0.2762
H  -1.4449  1.3120  0.6253
H  -2.0482  0.6089  -0.7577

**Multiplicity**: 1
**Net charge**: +1
**LUMO**: -3.341 eV

[11]
A molecular structure, C3H9N4 at a distorted geometry. Source: the Open Molecules 2025 dataset; level of theory: ωB97M-V/def2-TZVPD.

Element x y z (Å)
C  0.9167  -0.0391  -0.8050
C  -0.0005  1.1505  -0.4890
C  -1.2345  0.5980  0.1229
N  0.4917  -1.1958  -0.5787
N  2.1547  0.0542  -1.3117
N  -0.8800  -1.0199  1.7921
N  -0.9748  -0.8105  0.4170
H  0.4881  1.7677  0.3603
H  -0.1611  1.8562  -1.2383
H  -1.3887  1.0786  1.1607
H  -1.9540  0.4458  -0.6755
H  2.8029  0.8093  -1.4391
H  2.3620  -0.8730  -1.5139
H  -0.1316  -0.3901  2.1480
H  -0.8683  -1.9410  2.1064
H  -1.6225  -1.4907  -0.0561

**Multiplicity**: 1
**Net charge**: +1
**LUMO**: -3.940 eV

[12]
A gas-phase ion, C3H9N4 (charge +1) at a distorted geometry. Source: the Open Molecules 2025 dataset; level of theory: ωB97M-V/def2-TZVPD.

Element x y z (Å)
H  -0.9384  1.3860  1.5589
N  -0.1037  0.7986  1.5660
N  0.7852  0.7931  0.7368
N  1.8641  0.1204  1.0266
C  0.7191  1.3200  -0.5841
N  0.2041  0.3442  -1.4304
C  -0.5182  -0.6856  -1.3408
C  -1.1331  -1.2746  -0.1931
H  2.3071  -0.4625  0.2565
H  1.6232  -0.6285  1.7876
H  1.7808  1.5117  -0.8430
H  0.2601  2.2391  -0.7250
H  -0.7569  -1.0754  -2.2925
H  -0.5866  -1.4833  0.7478
H  -2.0831  -0.6632  -0.0017
H  -1.5541  -2.2405  -0.4359

**Multiplicity**: 1
**Net charge**: +1
**LUMO**: -5.347 eV

[13]
A gas-phase ion, C3H9N4 (charge +1) at a distorted geometry. Source: the Open Molecules 2025 dataset; level of theory: ωB97M-V/def2-TZVPD.

Element x y z (Å)
C  0.0228  1.9489  -0.5420
C  -0.9832  0.9198  -0.9719
C  1.5213  0.3363  0.1122
N  1.1505  1.6273  -0.0431
N  0.3666  -0.8754  -0.1273
N  0.2852  -1.9598  0.7121
N  -0.8769  -0.1662  0.0689
H  -0.1829  2.9681  -0.5264
H  -1.9499  1.3623  -1.0042
H  -0.8731  0.4488  -1.9941
H  2.1501  0.1041  -0.7425
H  2.0009  0.1235  1.1110
H  0.9194  -2.0836  1.5805
H  0.3931  -2.8127  0.2267
H  -0.8266  0.3143  1.0064
H  -1.6153  -0.9499  -0.1492

**Multiplicity**: 3
**Net charge**: +1
**LUMO (alpha / beta)**: -3.197 / -7.436 eV

[14]
A gas-phase ion, C3H9N4O (charge +1) at a distorted geometry. Source: the Open Molecules 2025 dataset; level of theory: ωB97M-V/def2-TZVPD.

Element x y z (Å)
H  0.8789  -0.6744  -2.9406
N  1.1666  -0.3461  -2.0828
C  0.5928  -0.1173  -1.0135
C  1.1684  0.4956  0.1567
O  1.8078  -0.4516  0.9646
C  0.0252  1.2505  0.9187
N  -1.1836  0.5025  0.6632
N  -1.0138  -0.3405  -0.7213
N  -1.5164  -1.4914  -0.4906
H  1.9659  1.1912  -0.1263
H  2.6806  -0.5230  0.6437
H  0.3199  1.0430  1.8774
H  -0.0063  2.3601  0.7334
H  -1.3650  -0.1631  1.4598
H  -2.0522  0.9563  0.4738
H  -1.0006  -2.0736  0.2735
H  -2.4682  -1.6184  -0.7898

**Multiplicity**: 1
**Net charge**: +1
**LUMO**: -3.367 eV

[15]
C3H9N5 in the gas phase at a distorted geometry. Source: the Open Molecules 2025 dataset; level of theory: ωB97M-V/def2-TZVPD.

Element x y z (Å)
C  0.8345  0.6663  1.6920
C  -2.4185  0.7778  0.1861
C  1.4273  -1.0738  -1.6316
N  -0.4135  1.0532  1.3514
N  1.5920  -0.2754  1.2592
N  -0.3420  -0.1291  -0.6076
N  -0.9387  0.5726  0.2909
N  0.8951  0.0145  -0.9448
H  1.2523  1.3088  2.5460
H  -2.6044  1.1200  -0.8285
H  -2.8858  -0.1736  0.4519
H  -2.6431  1.6468  0.8875
H  0.6222  -1.8109  -1.8866
H  1.9993  -0.6166  -2.5038
H  2.0820  -1.7764  -1.0652
H  2.4968  -0.4494  1.8471
H  -0.9553  -0.8548  -1.0441

**Multiplicity**: 1
**LUMO (alpha / beta)**: 0.747 / 0.628 eV

[16]
A molecular structure, C3H9N5 at a distorted geometry. Source: the Open Molecules 2025 dataset; level of theory: ωB97M-V/def2-TZVPD.

Element x y z (Å)
N  1.0511  0.5483  0.8205
C  -0.1740  0.2197  1.4370
C  0.4662  0.1839  -0.4219
N  -1.0615  1.2510  1.6219
N  0.0484  1.1606  -1.3342
N  0.0455  -1.5873  -2.0144
C  0.5010  -1.1474  -0.8139
N  -0.3668  -0.9633  2.0107
H  1.7321  -0.1490  1.1152
H  -1.7138  1.3034  0.8462
H  -0.6178  2.1543  1.7274
H  0.0622  2.0825  -0.9063
H  0.6672  1.1716  -2.1427
H  -0.9268  -0.8072  2.8562
H  -0.6438  -0.9794  -2.4453
H  -0.1910  -2.5713  -2.0608
H  1.1217  -1.8703  -0.2957

**Multiplicity**: 1
**LUMO**: 0.834 eV